The following is a DFT calculation (wB97M-V/def2-TZVPD) of a structure of composition C30H46BN6OReS3.

Structure (XYZ):
```
88
Properties=species:S:1:pos:R:3:forces:R:3
Re 2.0903 1.9882 -1.9899 -0.2 0.4 0.4
C -0.2512 4.7448 1.6138 0.0 0.0 0.0
C -0.0181 3.2695 1.6317 0.0 -0.1 0.0
C -0.0707 2.5041 2.7734 0.0 0.0 0.0
C 0.1423 1.1109 2.7366 0.0 0.0 0.0
N 0.4042 0.4986 1.5904 0.0 0.1 0.0
N 0.4772 1.2387 0.4962 -0.1 -0.1 0.0
B 0.6953 0.5799 -0.8977 0.1 0.0 0.0
N -0.6798 0.5514 -1.6534 -0.1 0.0 0.2
N -1.7490 0.3715 -0.9021 0.1 0.1 -0.1
C -2.9386 0.3277 -1.4908 0.0 0.0 0.0
C -3.0332 0.3594 -2.8941 0.0 0.0 0.0
C -1.9177 0.5370 -3.6842 0.0 0.0 0.0
C -1.9800 0.6203 -5.1740 0.0 0.0 0.0
C -0.7093 0.6923 -2.9807 0.1 0.0 -0.1
S 0.7583 1.2077 -3.7852 0.0 -0.2 -0.1
C -4.1341 0.2730 -0.5543 0.0 0.0 0.0
C -5.4518 0.2739 -1.3262 0.0 0.0 0.0
C -4.0417 -0.9913 0.3079 0.0 0.0 0.0
C -4.0654 1.5179 0.3470 0.0 0.0 0.0
N 1.1937 -0.9220 -0.8707 0.0 0.1 -0.1
N 0.3624 -1.7940 -0.3650 0.0 -0.1 0.0
C 0.6692 -3.1019 -0.4198 -0.1 0.2 0.0
C 1.8870 -3.5221 -0.9628 0.1 0.0 -0.1
C 2.7488 -2.6202 -1.5523 -0.1 -0.1 0.1
C 4.0165 -3.0409 -2.2177 0.0 0.0 0.0
C 2.3299 -1.2753 -1.5090 -0.1 -0.1 0.1
S 3.2301 -0.0777 -2.3346 0.0 0.0 -0.1
C -0.3940 -4.0532 0.0801 0.0 0.1 0.0
C -0.7470 -3.6835 1.5265 0.0 0.0 0.0
C 0.0681 -5.5061 0.0168 0.0 -0.1 0.0
C -1.6227 -3.8632 -0.8268 0.0 0.0 0.0
C 0.2909 2.5588 0.4649 0.0 0.1 0.0
S 0.4261 3.3425 -1.1181 0.1 -0.1 0.0
C 0.0198 0.2325 3.9716 0.1 0.0 0.0
C 1.0971 -0.8562 3.9416 0.0 0.0 0.0
C -1.3866 -0.3877 3.9294 0.0 0.0 0.0
C 0.1662 1.0462 5.2589 0.0 0.0 0.0
H -0.4391 5.1153 2.6180 0.0 0.0 0.0
H 0.6134 5.2710 1.2063 0.0 0.0 0.0
H -1.1127 4.9928 0.9916 0.0 0.0 0.0
H -0.2722 2.9826 3.7217 0.0 0.0 0.0
H -4.0040 0.2725 -3.3627 0.0 0.0 0.0
H -2.9923 0.4355 -5.5232 0.0 0.0 0.0
H -1.6733 1.6087 -5.5207 0.0 0.0 0.0
H -1.3167 -0.1134 -5.6342 0.0 0.0 0.0
H -5.5567 -0.6056 -1.9636 0.0 0.0 0.0
H -6.2776 0.2538 -0.6162 0.0 0.0 0.0
H -5.5736 1.1713 -1.9352 0.0 0.0 0.0
H -4.0938 -1.8927 -0.3035 0.0 0.0 0.0
H -3.1194 -1.0075 0.8895 0.0 0.0 0.0
H -4.8841 -1.0111 0.9986 0.0 0.0 0.0
H -4.1284 2.4382 -0.2362 0.0 0.0 0.0
H -4.9076 1.5037 1.0381 0.0 0.0 0.0
H -3.1449 1.5271 0.9325 0.0 0.0 0.0
H 2.1338 -4.5749 -0.9638 0.0 0.0 0.0
H 4.1592 -4.1128 -2.1060 0.0 0.0 0.0
H 3.9922 -2.8087 -3.2843 0.0 0.0 0.0
H 4.8792 -2.5328 -1.7848 0.0 0.0 0.0
H 0.1033 -3.8326 2.1927 0.0 0.0 0.0
H -1.0715 -2.6477 1.5962 0.0 0.1 0.0
H -1.5576 -4.3266 1.8681 0.0 0.0 0.0
H 0.9387 -5.6918 0.6480 0.0 0.0 0.0
H -0.7351 -6.1424 0.3859 0.0 0.0 0.0
H 0.2881 -5.8301 -1.0019 0.0 0.0 0.0
H -1.9713 -2.8318 -0.8020 0.0 0.1 0.0
H -1.4011 -4.1434 -1.8579 0.0 0.0 0.0
H -2.4270 -4.5067 -0.4712 0.0 0.0 0.0
H 1.0587 -1.4367 3.0225 0.0 -0.1 0.0
H 2.0933 -0.4231 4.0425 0.0 0.0 0.0
H 0.9431 -1.5346 4.7798 0.0 0.0 0.0
H -1.5577 -0.9278 2.9986 0.0 -0.1 0.0
H -1.5034 -1.0818 4.7608 0.0 0.0 0.0
H -2.1565 0.3804 4.0256 0.0 0.0 0.0
H 1.1213 1.5724 5.3070 0.0 0.0 0.0
H -0.6439 1.7629 5.3964 0.0 0.0 0.0
H 0.1286 0.3661 6.1089 0.0 0.0 0.0
C 5.0782 4.0190 -0.0555 0.1 0.0 0.0
C 5.0829 2.9565 -1.1285 -0.1 -0.1 0.0
C 5.7632 3.3462 -2.4153 0.1 0.0 0.0
O 3.6496 2.6907 -1.4447 0.0 0.0 -0.2
H 6.1105 4.2040 0.2415 0.0 0.0 0.0
H 4.5272 3.6977 0.8271 0.0 0.0 0.0
H 4.6620 4.9526 -0.4320 0.0 0.0 0.0
H 5.4518 2.0027 -0.7411 0.0 0.1 0.0
H 5.3587 4.2786 -2.8067 0.0 0.0 0.0
H 5.6793 2.5674 -3.1725 0.0 0.0 0.0
H 6.8234 3.4957 -2.2110 0.0 0.0 0.0
```
Positions in Å, forces in eV/Å.

Spin multiplicity = 4
<S²> = 3.7879
Maximum force = 0.60 eV/Å
Gap between HOMO and LUMO (spin up / spin down) = 7.2 / 5.1 eV
Net charge = +3
M = 799.96 g/mol

Here are the Löwdin charges for atoms 1 to 2, given in e: atom 1 (Re): 1.0045, atom 2 (C): -0.0173